C32H43N10O2PbSbTe as an isolated structure. Source: the OMol25 dataset; level of theory: wB97M-V/def2-TZVPD.

Structure (XYZ):
```
90
C32H43N10O2PbSbTe, DFT wB97M-V/def2-TZVPD
Pb -0.403 0.068 -0.791
C -0.568 3.421 2.971
C -1.689 3.275 3.779
C -2.616 2.303 3.464
C -2.410 1.510 2.332
N -1.322 1.631 1.571
C -0.432 2.569 1.891
N -3.370 0.524 2.081
C -3.681 0.108 0.918
N -3.173 0.516 -0.332
C -3.703 -0.272 -1.230
N -3.439 -0.302 -2.573
C -2.956 0.858 -3.245
C -3.560 1.178 -4.458
C -3.068 2.246 -5.182
C -1.992 2.965 -4.678
C -1.462 2.576 -3.461
N -1.929 1.546 -2.758
C -4.650 -1.256 -0.647
C -5.448 -2.237 -1.202
C -6.249 -2.968 -0.331
C -6.244 -2.715 1.039
C -5.441 -1.719 1.586
C -4.651 -0.997 0.714
H 0.189 4.164 3.181
H -1.830 3.907 4.646
H -3.497 2.133 4.065
H 0.440 2.634 1.247
H -4.388 0.578 -4.806
H -3.513 2.513 -6.132
H -1.568 3.801 -5.215
H -0.615 3.096 -3.028
H -5.436 -2.432 -2.265
H -6.886 -3.751 -0.721
H -6.879 -3.304 1.687
H -5.433 -1.509 2.647
N -1.282 -1.888 0.866
N -0.195 -2.746 1.126
C 1.109 -2.271 0.845
O 2.022 -2.712 1.537
O 1.211 -1.443 -0.126
H -1.644 -1.476 1.722
H -2.021 -2.400 0.398
H -0.228 -3.234 2.010
Te -2.007 -1.898 -2.774
C 2.373 -1.856 -5.413
C 0.973 -1.262 -5.401
N 0.880 -0.175 -4.431
C 1.855 0.128 -3.519
N 1.518 0.704 -2.401
C 2.625 1.148 -1.566
C 3.733 0.111 -1.529
C 4.240 -0.108 -2.943
N 3.136 -0.124 -3.901
C 3.366 -0.725 -5.204
H 2.550 -2.371 -6.357
H 2.492 -2.580 -4.604
H 0.228 -2.025 -5.165
H 0.733 -0.866 -6.393
H -0.046 -0.012 -4.063
H 2.255 1.322 -0.552
H 3.015 2.108 -1.933
H 3.321 -0.809 -1.110
H 4.557 0.436 -0.891
H 4.773 -1.060 -3.014
H 4.943 0.683 -3.228
H 4.395 -1.083 -5.231
H 3.255 0.025 -5.995
C 5.180 -0.751 3.251
C 3.735 -0.989 3.676
Sb 2.396 0.389 2.705
C 0.535 -0.315 3.577
C 0.659 -1.233 4.786
C 2.751 2.025 4.099
C 2.251 1.842 5.526
H 5.860 -1.452 3.740
H 5.519 0.258 3.503
H 5.295 -0.879 2.173
H 3.622 -0.892 4.758
H 3.404 -1.983 3.382
H 0.026 -0.842 2.767
H -0.068 0.568 3.801
H 1.225 -2.131 4.533
H -0.326 -1.550 5.141
H 1.165 -0.744 5.620
H 2.316 2.923 3.654
H 3.834 2.179 4.086
H 1.165 1.726 5.553
H 2.507 2.698 6.155
H 2.686 0.955 5.991
```

Its charge is 0. The orbital gap comes out at 0.2449 Ha. For the maximum force, the calculation gives 0.3 eV Å⁻¹. As for the highest occupied orbital energy: -7.432 eV. The calculation puts the LUMO energy at -0.769 eV. For the energy, the calculation gives -2644.39194 hartree.

Results of the Löwdin charge analysis, in e, for atoms 1 through 5:
1 Pb 1.22
2 C -0.07
3 C -0.06
4 C -0.01
5 C -0.33